10
Properties=species:S:1:pos:R:3 method="wB97M-V/def2-TZVPD" charge=0 e_above_lowest_kcal_mol=158.0 homo_lumo_gap_ev="8.7 / 8.2" energy_ev=-5711.9930 e_homo_ev="-8.17 / -8.12"
C -2.326 0.129 -0.133
C -1.451 -0.516 -0.855
C -0.913 0.322 0.269
C 2.205 0.093 0.151
N -0.147 0.843 1.051
H -3.222 0.300 0.392
H -1.080 -1.387 -1.298
H 2.761 0.971 0.077
H 1.592 -0.221 -0.634
H 2.582 -0.532 0.979